Entry 1:
30
Properties=species:S:1:pos:R:3:lowdin_charge:R:1 method="wB97M-V/def2-TZVPD" e_homo_ev=-7.801 spin_multiplicity=1 lumo_energy_ev=0.92 gap_ev=8.72 smiles=Cc1c[nH]c2ccccc12.CCC
N 1.843 1.609 -0.599 0.073
C -1.981 1.578 1.267 -0.124
C 1.139 -0.433 -1.216 -0.134
C 0.835 -1.762 -0.948 -0.025
C 1.768 1.586 -1.974 -0.056
C -2.358 0.614 2.404 -0.298
C -2.223 -0.832 1.964 -0.123
C 0.629 -2.168 0.365 -0.108
C 1.142 -0.077 -3.802 -0.055
C 1.098 -1.391 1.428 -0.122
C 1.446 -0.073 1.202 -0.041
C 1.404 0.406 -0.093 -0.225
C 1.381 0.353 -2.394 -0.234
H 0.211 -0.635 -3.891 0.075
H 1.940 2.486 -2.532 0.120
H 0.944 0.792 -4.440 0.076
H -1.002 1.344 0.857 0.043
H -2.834 -1.455 2.619 0.064
H -2.578 -1.029 0.954 0.075
H -1.254 -1.324 2.061 0.037
H 1.928 -0.693 -4.237 0.077
H 1.714 0.545 2.043 0.109
H -2.613 1.368 0.389 0.072
H -3.376 0.837 2.719 0.096
H 2.068 2.397 -0.020 0.150
H -2.057 2.636 1.525 0.066
H 0.278 -3.186 0.513 0.102
H -1.617 0.854 3.161 0.094
H 1.239 -1.839 2.403 0.106
H 0.884 -2.509 -1.730 0.111

***

Entry 2:
126
Properties=species:S:1:pos:R:3:lowdin_charge:R:1 method="wB97M-V/def2-TZVPD" e_homo_ev=-4.450 spin_multiplicity=1 lumo_energy_ev=1.91 gap_ev=6.36 total_charge=-1
I -1.568 6.769 -5.910 0.793
Zn -0.055 0.196 0.275 0.540
P 2.252 0.041 -1.481 1.127
P -0.950 -1.711 2.179 1.150
P -0.701 2.355 1.693 1.123
F -5.498 -2.529 -4.015 0.083
O -2.798 1.151 -1.868 -0.006
O -6.164 -5.193 -3.359 0.086
O -0.294 -1.581 -0.463 -0.309
O -0.630 1.490 -1.348 -0.129
O -2.969 -0.696 0.252 -0.087
O -1.900 -5.922 -1.983 0.074
N 1.201 0.079 1.866 -0.073
N -2.457 -3.766 -2.542 0.019
N -4.022 -5.487 -2.649 0.214
C 4.763 1.632 -1.554 -0.122
C 3.315 0.208 -4.217 -0.112
C -0.435 3.521 -3.256 -0.028
C -3.212 1.617 2.855 -0.113
C -1.223 -3.200 -1.974 -0.055
C 4.606 -1.722 -1.655 -0.110
C 1.712 -1.216 2.002 -0.320
C -1.703 1.738 -1.970 -0.617
C -0.991 4.153 1.295 -0.534
C -2.000 -4.225 1.100 -0.079
C -4.624 -3.366 -3.437 -0.186
C -2.722 -5.111 -2.358 -0.479
C 0.893 2.359 2.582 -0.324
C -3.397 -2.940 -3.105 0.048
C 1.342 3.446 3.323 -0.137
C 2.377 3.336 4.239 -0.121
C 2.909 2.074 4.476 -0.107
C -1.636 2.895 -2.954 -0.127
C -1.799 3.158 4.238 -0.107
C -2.358 4.307 0.626 -0.095
C 1.558 1.099 2.688 -0.313
C -1.250 -2.391 3.944 -0.516
C -2.230 -2.731 1.258 -0.397
C 3.080 -1.504 2.098 -0.073
C -5.064 -4.720 -3.170 -0.408
C 2.759 2.515 -0.394 -0.139
C -2.814 3.363 -3.524 -0.014
C 2.515 0.985 3.727 -0.042
C 2.152 0.547 -3.284 -0.512
C 3.512 1.234 -0.768 -0.524
C -0.551 -3.683 4.367 -0.128
C 2.317 -2.639 -2.245 -0.112
C -2.803 4.462 -4.370 -0.151
C -2.609 -2.025 -0.064 -0.353
C -0.406 4.626 -4.095 -0.147
C 0.115 4.664 0.372 -0.113
C -1.786 2.045 3.195 -0.526
C 0.787 -2.296 1.976 -0.280
C 3.532 -2.813 2.117 -0.101
C -1.461 -1.939 -1.099 -0.405
C -0.889 -1.298 4.956 -0.130
C 2.634 -3.862 1.997 -0.098
C -1.595 5.085 -4.635 -0.721
C 3.103 -1.623 -1.413 -0.516
C 0.845 0.003 -3.877 -0.117
C 1.272 -3.596 1.926 -0.102
H 2.547 3.103 -1.292 0.073
H -0.726 -4.510 3.679 0.048
H -0.069 5.708 0.106 0.082
H -3.736 2.849 -3.287 0.117
H 0.592 -4.432 1.851 0.085
H -4.236 -6.451 -2.447 0.163
H 2.939 0.015 3.946 0.090
H 3.648 1.935 5.257 0.096
H 0.481 3.132 -2.829 0.093
H 2.988 -4.886 1.981 0.095
H 4.915 -2.766 -1.544 0.077
H -0.792 3.447 4.538 0.058
H 4.595 -3.010 2.192 0.099
H 0.861 4.410 3.204 0.094
H -3.814 2.460 2.509 0.059
H 3.798 -0.693 2.117 0.105
H 5.380 2.276 -0.921 0.077
H 3.349 3.135 0.286 0.087
H -1.540 -0.432 4.844 0.049
H 4.892 -1.394 -2.655 0.058
H -0.922 -3.987 5.351 0.073
H -2.330 4.038 3.868 0.071
H 3.129 0.649 -5.201 0.078
H -1.763 -1.167 -1.820 0.109
H -1.026 -4.433 0.663 0.058
H -3.108 -2.570 1.897 0.108
H 0.530 5.118 -4.321 0.090
H -3.491 -2.530 -0.483 0.139
H 3.397 -0.870 -4.352 0.060
H -3.207 0.845 2.093 0.045
H -1.270 1.179 3.614 0.061
H -2.517 5.345 0.321 0.080
H 2.058 1.639 -3.216 0.083
H -3.725 4.814 -4.812 0.089
H -2.061 -4.724 2.067 0.067
H 0.526 -3.532 4.445 0.074
H 5.368 0.783 -1.865 0.047
H 2.927 -1.896 -0.373 0.065
H 0.942 -1.061 -4.097 0.062
H 3.818 0.735 0.159 0.091
H 4.270 0.584 -3.857 0.046
H 5.161 -1.138 -0.920 0.063
H 0.130 4.072 -0.543 0.052
H 0.018 0.136 -3.180 0.047
H 0.599 0.518 -4.810 0.080
H -2.417 3.682 -0.265 0.064
H -2.332 -2.555 3.993 0.095
H -3.698 1.211 3.748 0.075
H -3.167 4.021 1.297 0.055
H -0.725 -3.987 -1.420 0.114
H -2.327 2.807 5.129 0.077
H -0.570 -2.909 -2.802 0.118
H -0.985 4.729 2.224 0.086
H 2.556 -2.570 -3.309 0.064
H 1.813 2.287 0.091 0.017
H 1.097 4.589 0.840 0.057
H -3.043 -0.189 -0.588 0.058
H -0.996 -1.665 5.981 0.071
H 1.249 -2.475 -2.102 0.026
H 2.727 4.199 4.791 0.087
H 0.145 -0.968 4.814 0.072
H -2.759 -4.669 0.452 0.073
H -3.117 -1.907 -3.268 0.155
H 4.490 2.213 -2.438 0.069
H 2.543 -3.657 -1.915 0.084

***

Entry 3:
17
Properties=species:S:1:pos:R:3:lowdin_charge:R:1 method="wB97M-V/def2-TZVPD" e_homo_ev=-13.146 spin_multiplicity=1 lumo_energy_ev=-3.36 gap_ev=9.79 total_charge=+1
O -2.138 -0.187 -1.353 -0.049
N 0.687 -0.204 -1.719 0.188
N -0.496 1.134 0.567 0.125
C 1.092 -0.410 -0.312 -0.065
C 0.450 0.150 0.733 -0.379
C 0.735 -0.383 2.080 -0.018
H -0.171 -0.787 2.522 0.101
H -0.560 1.866 1.254 0.125
H -0.167 -0.728 -1.939 0.137
H 0.554 0.784 -1.959 0.168
H 1.867 -1.130 -0.142 0.118
H -2.979 0.262 -1.499 0.075
H 1.445 -0.545 -2.307 0.171
H -2.132 -0.291 -0.390 0.052
H 1.135 0.349 2.766 0.095
H -0.771 1.312 -0.379 0.067
H 1.449 -1.193 2.077 0.088

***

Entry 4:
37
Properties=species:S:1:pos:R:3:lowdin_charge:R:1 method="wB97M-V/def2-TZVPD" e_homo_ev=-8.768 spin_multiplicity=1 lumo_energy_ev=0.72 gap_ev=9.49 smiles="Cc1cc(NC(=O)CSc2n[nH]c(CC(C)C)n2)no1"
S -2.688 2.000 0.273 0.966
O 0.280 1.371 -2.213 0.073
O 3.151 0.729 1.614 -0.002
N -1.775 -0.472 -0.394 0.144
N 1.873 1.186 1.608 0.104
N -2.520 -1.630 1.282 0.060
N -2.939 -0.373 1.518 0.050
N 0.263 1.763 0.026 0.136
C 4.959 0.079 0.125 -0.002
C -1.822 -1.679 0.128 -0.314
C -1.204 -2.917 -0.396 -0.097
C -1.742 2.197 -1.269 -0.361
C 2.583 0.928 -0.514 0.042
C 3.578 0.571 0.348 -0.318
C -2.468 0.290 0.485 -0.703
C -0.300 1.713 -1.212 -0.553
C 0.939 -2.033 -1.374 -0.066
C 0.888 -4.306 -0.316 -0.082
C 0.333 -2.885 -0.265 -0.418
C 1.521 1.309 0.349 -0.305
H -1.608 -3.765 0.162 0.117
H 0.463 -1.057 -1.412 0.049
H 2.005 -1.895 -1.209 0.073
H 0.800 -2.516 -2.338 0.088
H 5.112 -0.860 0.654 0.087
H 0.510 -4.905 0.510 0.074
H 5.128 -0.068 -0.937 0.087
H 1.973 -4.286 -0.254 0.077
H -1.754 3.266 -1.485 0.089
H -1.465 -3.032 -1.449 0.132
H 2.573 0.924 -1.581 0.109
H -2.249 1.664 -2.073 0.089
H 0.589 -2.443 0.705 0.139
H 5.680 0.800 0.508 0.089
H 0.608 -4.788 -1.250 0.081
H -0.315 2.025 0.816 0.106
H -2.742 -2.366 1.934 0.160

***

Entry 5:
14
Properties=species:S:1:pos:R:3:lowdin_charge:R:1 method="wB97M-V/def2-TZVPD" e_homo_ev=-9.706 spin_multiplicity=1 lumo_energy_ev=0.88 gap_ev=10.59 smiles="[H]/N=C/C/N=C(/C)Cl"
Cl 1.058 2.034 0.262 0.619
N -0.225 -0.298 0.509 0.028
N 0.366 -0.734 -2.253 0.105
C -0.297 0.931 0.632 -0.748
C 0.936 -1.025 0.101 -0.255
C 1.126 -1.204 -1.378 -0.259
C -1.507 1.619 1.143 -0.097
H 0.841 -2.025 0.538 0.115
H -1.553 2.648 0.802 0.062
H 0.636 -0.945 -3.210 0.051
H -1.475 1.611 2.232 0.086
H 2.023 -1.810 -1.594 0.112
H 1.859 -0.571 0.492 0.099
H -2.392 1.080 0.817 0.084